[1]
{"formula": "C2H5NO2S", "method": "wB97M-V/def2-TZVPD", "orbital_gap_ev": 10.8, "total_energy_ha": -682.5676, "e_lumo_ev": 0.8, "multiplicity": 1, "homo_energy_ev": -10.029, "relative_energy_kj_mol": 189.0, "species": ["C", "C", "N", "O", "O", "S", "H", "H", "H", "H", "H"], "coordinates": [[0.31900, 0.04176, -0.38415], [-0.42185, -0.22965, 0.96826], [-0.79337, -0.09488, -1.26952], [-2.89236, -1.06790, -0.02185], [-2.38131, 1.30514, 0.21664], [-1.92006, -0.01791, 0.02428], [0.53573, 1.02934, -0.37780], [1.21388, -0.52474, -0.51220], [-0.27757, -1.22250, 1.41833], [-0.35422, 0.60047, 1.58764], [-1.05188, 0.36438, -2.10868]], "forces_ev_per_angstrom": [[-0.136, -0.748, 1.065], [-0.042, -1.711, -1.902], [-2.592, -2.288, 1.440], [0.415, 0.005, 0.188], [-0.499, 1.516, 0.204], [0.295, -1.563, -1.486], [1.565, 3.222, 0.299], [0.299, -0.814, -0.551], [-0.104, 0.534, -0.149], [0.246, 1.090, 1.587], [0.553, 0.757, -0.693]]}

---

[2]
{"formula": "C2H5NO2S", "method": "wB97M-V/def2-TZVPD", "orbital_gap_ev": [5.6, 7.4], "s2": 2.00, "total_energy_ha": -682.4145, "e_lumo_ev": [0.8, -3.3], "multiplicity": 3, "homo_energy_ev": [-4.744, -10.674], "relative_energy_kj_mol": 171.2, "species": ["C", "C", "N", "O", "O", "S", "H", "H", "H", "H", "H"], "coordinates": [[2.13931, -0.16916, -0.13174], [-0.94105, -0.04737, 0.11175], [2.07680, 0.28743, 0.96325], [2.18897, -0.66617, -1.17823], [-0.49148, 0.26991, -1.21490], [-2.73346, -0.50364, 0.12540], [-0.77542, 0.83704, 0.83633], [-0.32307, -0.92041, 0.54561], [2.81769, 0.46842, 1.61748], [-1.05236, -0.38533, -1.81780], [-2.90595, 0.82928, 0.14286]], "forces_ev_per_angstrom": [[1.075, -0.963, -1.247], [2.985, 0.303, 1.530], [-0.457, 0.920, 1.699], [-0.212, 0.004, -0.332], [-2.789, -1.824, -0.600], [-0.750, -2.626, -0.254], [-0.303, -0.959, -1.350], [-1.136, 0.979, -0.722], [-0.046, -0.015, -0.165], [1.880, 1.767, 1.394], [-0.246, 2.416, 0.047]]}

---

[3]
{"formula": "C2H5NO2Si", "method": "wB97M-V/def2-TZVPD", "orbital_gap_ev": 11.2, "smiles": "CO[SiH2]N=C=O", "total_energy_ha": -573.9732, "e_lumo_ev": 0.6, "multiplicity": 1, "homo_energy_ev": -10.587, "relative_energy_kj_mol": 40.9, "species": ["C", "O", "Si", "N", "C", "O", "H", "H", "H", "H", "H"], "coordinates": [[0.94264, 0.45883, -0.57608], [-0.13659, 0.50162, 0.36595], [-1.10533, -0.52340, 0.98778], [-0.11831, -1.82924, 1.73403], [0.08116, -2.97353, 1.91862], [0.35298, -4.08530, 2.11864], [0.56979, 0.47012, -1.69274], [1.61775, -0.40834, -0.46413], [1.65127, 1.32963, -0.34623], [-1.80828, -1.20002, -0.15613], [-1.58197, 0.36065, 2.23505]], "forces_ev_per_angstrom": [[0.602, 0.820, -1.081], [3.087, 2.408, -2.223], [-0.557, -2.055, 2.794], [-1.391, 2.962, -0.862], [0.416, -1.390, 0.164], [0.082, -0.819, 0.184], [0.599, 0.199, 2.266], [-0.733, -0.067, 0.169], [-1.372, -0.892, -0.604], [-0.453, 0.236, 0.786], [-0.279, -1.404, -1.593]]}

---

[4]
{"formula": "C2H5NO3", "method": "wB97M-V/def2-TZVPD", "orbital_gap_ev": 10.7, "smiles": "O=C(O)CNO", "total_energy_ha": -359.6407, "e_lumo_ev": 0.7, "multiplicity": 1, "homo_energy_ev": -10.003, "relative_energy_kj_mol": 180.1, "species": ["O", "C", "O", "C", "N", "O", "H", "H", "H", "H", "H"], "coordinates": [[1.77172, -1.01019, 0.27656], [0.85488, -0.79848, -0.50271], [0.83523, -1.40884, -1.70672], [-0.30117, 0.17226, -0.32217], [-0.51206, 0.44345, 1.11235], [-1.34029, 1.63800, 1.15991], [1.63305, -1.97829, -1.69079], [-0.05300, 1.08908, -0.86770], [-1.21042, -0.27442, -0.73640], [0.37818, 0.76409, 1.51070], [-2.05611, 1.36335, 1.76697]], "forces_ev_per_angstrom": [[-1.416, 0.536, -0.609], [1.205, -0.228, 0.525], [0.172, -0.119, 0.332], [0.136, -0.353, 0.697], [0.210, 0.582, -0.359], [-0.230, -0.778, 0.455], [-0.398, 0.256, -0.185], [-0.074, -0.057, -0.122], [0.190, 0.183, -0.023], [-0.306, -0.274, -0.220], [0.510, 0.253, -0.490]]}

---

[5]
{"formula": "C2H5NO3", "method": "wB97M-V/def2-TZVPD", "orbital_gap_ev": 10.6, "smiles": "NOCC(=O)O", "total_energy_ha": -359.5346, "e_lumo_ev": 0.6, "multiplicity": 1, "homo_energy_ev": -9.989, "relative_energy_kj_mol": 458.7, "species": ["N", "O", "C", "C", "O", "O", "H", "H", "H", "H", "H"], "coordinates": [[-0.34122, -1.47983, 1.25373], [-0.28698, -0.84117, 0.03119], [-0.24045, 0.55211, 0.20816], [0.00442, 1.18942, -1.17713], [-0.96787, 1.67509, -1.67325], [1.11627, 0.91361, -1.67080], [-1.08596, -1.87935, 1.19359], [0.42046, -2.14071, 1.46090], [-0.94412, 0.91725, 0.70902], [0.78127, 0.91775, 0.86254], [1.54419, 0.17581, -1.19795]], "forces_ev_per_angstrom": [[10.023, 5.217, 2.364], [1.156, 0.502, -1.245], [9.764, -1.194, -2.047], [-5.561, -1.638, 3.893], [0.289, 1.512, -1.500], [4.332, -0.749, -2.688], [-10.936, -6.343, -0.200], [-0.179, 0.627, -0.916], [-6.406, 2.844, 3.696], [-2.334, -1.292, -1.319], [-0.148, 0.515, -0.038]]}

---

[6]
{"formula": "C2H5NO3S", "method": "wB97M-V/def2-TZVPD", "orbital_gap_ev": 11.0, "total_energy_ha": -757.7653, "e_lumo_ev": 0.4, "multiplicity": 1, "homo_energy_ev": -10.547, "relative_energy_kj_mol": 356.0, "species": ["C", "C", "N", "O", "O", "O", "S", "H", "H", "H", "H", "H"], "coordinates": [[-0.95429, -0.49296, 0.29785], [-1.65185, 0.78793, 0.41222], [0.32285, -0.43550, -1.08546], [-0.83652, -1.51672, 0.86072], [2.64798, 0.46427, -1.03693], [1.35324, 0.23508, 1.16266], [1.65229, -0.20045, -0.21965], [-1.91230, 0.98360, -0.59346], [-0.83344, 1.31520, 0.97495], [-2.32925, 0.59117, 1.22313], [0.23842, -0.20165, -2.01468], [2.30287, -1.52998, 0.01864]], "forces_ev_per_angstrom": [[2.296, -2.905, -0.867], [2.176, -1.495, 2.023], [-1.414, -0.667, 5.620], [-0.965, 1.673, -0.694], [-0.784, 0.092, 0.593], [-0.045, -0.213, -2.438], [2.704, -1.641, 0.684], [-0.698, 1.400, -0.522], [-0.541, 0.591, -1.321], [-1.345, 0.271, -0.286], [0.141, 0.911, -2.306], [-1.525, 1.983, -0.485]]}

---

[7]
{"formula": "C2H5NO3S", "method": "wB97M-V/def2-TZVPD", "orbital_gap_ev": 10.6, "total_energy_ha": -757.8022, "e_lumo_ev": 0.6, "multiplicity": 1, "homo_energy_ev": -10.024, "relative_energy_kj_mol": 259.2, "species": ["C", "C", "N", "O", "O", "O", "S", "H", "H", "H", "H", "H"], "coordinates": [[0.74524, -0.40204, 0.70479], [0.72255, -0.99331, -1.54662], [1.43854, -0.52046, -0.63234], [-1.65433, 1.33876, 1.54438], [-0.58239, -0.67889, 0.64132], [-0.83001, 1.30476, -0.86450], [-1.54878, 0.54855, 0.09459], [1.20299, -0.97633, 1.42341], [0.85149, 0.64120, 1.04088], [1.20439, -0.98564, -2.53108], [-0.30158, -1.46867, -1.46092], [-1.24812, 2.19206, 1.58609]], "forces_ev_per_angstrom": [[1.374, 2.520, -2.422], [0.084, -0.829, -1.108], [-0.864, 0.171, 1.909], [-0.354, -1.078, -0.542], [-2.435, -0.295, -0.075], [0.921, 1.432, -0.591], [-1.551, -1.660, 1.805], [1.052, -1.720, 1.463], [0.435, -0.107, -0.281], [-0.384, -0.279, 0.085], [1.073, 0.806, 0.022], [0.651, 1.040, -0.264]]}

---

[8]
{"formula": "C2H5NO3S", "method": "wB97M-V/def2-TZVPD", "orbital_gap_ev": 9.9, "smiles": "NC(=O)C(O)(O)S", "total_energy_ha": -757.8781, "e_lumo_ev": 0.6, "multiplicity": 1, "homo_energy_ev": -9.351, "relative_energy_kj_mol": 59.9, "species": ["N", "C", "O", "C", "O", "O", "S", "H", "H", "H", "H", "H"], "coordinates": [[-1.48149, 0.23306, -0.57684], [-0.64449, -0.77581, -0.25509], [-0.91620, -1.92845, -0.40724], [0.75184, -0.44082, 0.38016], [1.18006, -1.60210, 1.00358], [0.63746, 0.58616, 1.26421], [2.13588, 0.05166, -0.80497], [-1.36932, 1.08677, -0.07137], [-2.42051, -0.07717, -0.81236], [0.73015, -2.35220, 0.65507], [1.25248, 0.57287, 1.95226], [1.28286, 0.88636, -1.64254]], "forces_ev_per_angstrom": [[-0.087, -0.177, -0.076], [0.779, 1.145, 0.268], [-0.262, -1.581, -0.394], [0.812, -0.799, -0.457], [1.162, 1.529, 0.972], [-2.937, 0.892, -0.914], [-2.057, 0.763, -1.643], [-0.022, 0.483, 0.078], [0.311, 0.291, 0.101], [-0.939, -0.974, -0.786], [1.812, -0.369, 1.500], [1.428, -1.203, 1.353]]}

---

[9]
{"formula": "C2H5NO4", "method": "wB97M-V/def2-TZVPD", "orbital_gap_ev": 11.9, "smiles": "O=CNC(=O)O.O", "total_energy_ha": -434.9400, "e_lumo_ev": 0.4, "multiplicity": 1, "homo_energy_ev": -11.496, "relative_energy_kj_mol": 142.0, "species": ["O", "C", "N", "C", "O", "O", "H", "H", "H", "O", "H", "H"], "coordinates": [[-0.56762, -1.76328, -0.38436], [-0.94173, -1.06045, 0.57510], [-0.81663, 0.35120, 0.67578], [-0.34413, 1.20494, -0.41412], [-0.60847, 2.38069, -0.47116], [0.50537, 0.50504, -1.21618], [-1.43092, -1.48391, 1.57262], [-0.97024, 0.89921, 1.52452], [0.14007, -0.40905, -1.13034], [2.10048, -1.24892, 0.93169], [1.73457, -0.81082, 0.08969], [2.51991, -0.50900, 1.36724]], "forces_ev_per_angstrom": [[-1.109, 2.196, 2.082], [0.083, -0.208, 1.163], [0.131, -0.552, -1.327], [0.539, 0.227, 0.555], [0.528, -1.799, 0.094], [-1.459, 0.897, 0.294], [0.996, 0.574, -2.152], [-0.453, -0.821, -0.311], [0.524, -0.560, -0.499], [-1.047, 0.906, -1.999], [0.951, -1.088, 1.810], [0.314, 0.229, 0.289]]}

---

[10]
{"formula": "C2H5NO4", "method": "wB97M-V/def2-TZVPD", "orbital_gap_ev": 11.1, "smiles": "O=C(O)NC(O)O", "total_energy_ha": -434.9655, "e_lumo_ev": 0.6, "multiplicity": 1, "homo_energy_ev": -10.463, "relative_energy_kj_mol": 75.2, "species": ["O", "C", "O", "N", "C", "O", "O", "H", "H", "H", "H", "H"], "coordinates": [[1.70938, 0.56117, -1.19915], [1.48048, 0.01515, -0.15448], [2.44024, -0.39984, 0.69693], [0.25017, -0.30038, 0.32255], [-0.95626, 0.16642, -0.29466], [-1.59677, 0.98537, 0.63859], [-1.77380, -0.87457, -0.69555], [3.30856, -0.19687, 0.32011], [0.19085, -0.63468, 1.27286], [-0.67332, 0.70380, -1.21067], [-2.37170, 1.39065, 0.23333], [-2.00781, -1.41622, 0.07015]], "forces_ev_per_angstrom": [[0.122, 0.280, -0.451], [0.066, -0.089, -0.041], [0.163, -0.194, 0.400], [-0.140, -0.018, 0.395], [0.480, 0.228, -0.430], [-0.017, 0.207, 0.332], [-0.407, -0.376, -0.218], [-0.276, 0.078, -0.137], [0.022, 0.059, -0.030], [-0.084, -0.148, 0.280], [0.040, -0.129, -0.066], [0.030, 0.101, -0.037]]}